ORCA calculation (the ωB97M-V functional and the def2-TZVPD basis) on a molecular structure, C7H26BHoNO4P2 in a non-equilibrium geometry.

```
42
Properties=species:S:1:pos:R:3:forces:R:3:lowdin_spin:R:1
Ho 0.666 -0.233 0.454 0.9 -0.1 0.4 4.310
H 3.415 -1.146 -2.354 -0.3 -0.8 -1.0 0.001
H -0.792 -0.757 -1.386 -1.1 -1.9 -1.0 0.009
P 0.258 1.431 -1.939 0.3 1.5 -0.8 0.003
C 1.746 2.536 -1.997 0.3 -0.4 0.6 0.001
H 1.813 3.079 -2.952 -0.2 -0.3 0.3 0.000
H 1.728 3.270 -1.175 0.0 -0.3 -0.2 0.000
H 2.649 1.917 -1.884 -0.1 0.3 -0.1 0.000
C 0.238 0.819 -3.638 0.1 -0.6 -0.3 -0.001
H -0.764 0.525 -3.938 -0.2 -0.1 0.0 0.000
H 0.579 1.580 -4.339 0.0 0.1 0.1 0.000
H 0.886 -0.050 -3.745 0.1 0.0 -0.1 0.000
C -1.078 2.655 -1.965 -0.5 -0.1 0.4 -0.001
H -1.069 3.274 -1.062 0.0 -0.1 -0.1 0.000
H -1.009 3.317 -2.830 0.2 -0.1 -0.1 0.000
H -2.041 2.142 -1.994 0.0 0.1 0.0 0.000
C -1.692 1.043 1.098 1.1 0.1 0.6 0.166
O -2.773 1.174 0.500 1.0 -0.6 0.4 0.332
H -1.136 -2.163 -0.472 -0.1 0.1 -0.7 0.003
H -2.069 -1.781 -1.900 -0.2 0.4 0.4 0.000
H -0.109 -2.205 -3.494 -0.3 -0.5 0.4 0.000
H 0.407 -3.536 -1.858 -0.8 0.5 -0.6 0.000
B -0.255 -2.659 -2.390 1.5 0.1 0.1 0.003
N -1.138 -1.810 -1.466 0.1 1.0 0.4 0.011
H 3.257 -1.612 -2.968 0.2 0.8 1.1 0.000
H -0.900 1.858 1.058 -0.2 0.1 -0.2 0.014
C -1.504 1.563 4.400 -0.5 0.8 0.6 0.005
O -1.904 0.292 3.881 1.1 -0.2 -1.1 0.043
P -1.376 -0.254 2.448 -2.4 -1.1 1.0 0.093
O 0.385 -0.095 2.567 -0.5 1.1 0.3 0.005
C 1.093 -0.568 3.760 0.0 0.0 -0.2 0.001
O 0.393 -2.222 0.608 0.4 0.5 -0.6 -0.002
C 0.586 -3.503 1.183 0.3 -0.5 0.6 0.000
H -2.415 2.142 4.562 0.2 0.0 -0.1 0.000
H -0.833 2.132 3.749 -0.1 -0.2 -0.1 0.002
H -1.029 1.424 5.372 0.0 -0.1 -0.1 0.001
H 1.324 0.290 4.383 -0.1 0.0 0.0 0.000
H 0.509 -1.310 4.303 -0.1 0.1 -0.1 0.000
H 2.002 -1.017 3.383 0.3 -0.2 0.2 0.001
H 1.619 -3.596 1.565 -0.4 0.0 -0.2 0.000
H -0.109 -3.644 2.031 0.2 0.0 -0.4 0.000
H 0.436 -4.303 0.443 -0.1 0.3 0.2 0.000
```
Forces are in eV/Å.

Its expectation value of S² is 8.764. The spin multiplicity is 6. As for the net charge: +2. The calculation puts the HOMO energy (spin up / spin down) at -13.40 / -14.73 eV.

ORCA calculation (the ωB97M-V functional and the def2-TZVPD basis) on a molecular structure, C7H28ClHgO11 in a non-equilibrium geometry.

```
48
Properties=species:S:1:pos:R:3:forces:R:3:mulliken_charge:R:1
Hg -0.164 -0.118 -0.289 0.4 -0.1 0.7 2.213
Cl 2.693 -0.955 2.221 0.0 0.1 0.0 1.770
O 1.604 -0.536 1.314 -0.4 0.3 -0.3 -0.872
O 2.095 -1.491 3.403 -0.2 -0.1 0.1 -0.657
O 3.462 -1.948 1.534 0.1 0.1 0.0 -0.651
O 3.458 0.217 2.529 0.1 -0.1 -0.2 -0.669
C 3.015 -0.090 -1.683 -0.2 -0.5 -0.8 -0.651
O 1.616 -0.475 -1.759 0.2 0.1 -0.1 -0.345
H 3.614 -0.950 -1.981 0.1 -0.1 0.4 0.284
H 3.203 0.665 -2.450 0.0 0.3 0.4 0.307
H 3.226 0.222 -0.669 0.0 0.0 0.0 0.192
H 1.444 -0.862 -2.622 0.0 0.0 0.0 0.167
C -2.402 2.572 1.101 0.8 -0.1 0.2 -0.782
O -2.011 1.646 0.064 -0.7 0.6 0.2 -0.236
H -1.765 2.386 1.963 -0.2 -0.3 0.1 0.218
H -2.176 3.601 0.818 -0.3 0.0 -0.2 0.315
H -3.451 2.429 1.352 0.0 0.1 0.1 0.348
H -2.611 1.860 -0.656 0.3 -0.2 -0.3 0.184
C -0.209 -3.366 0.945 -0.1 0.2 0.8 -0.624
O 0.221 -2.671 -0.236 -0.5 -0.7 0.0 -0.235
H 0.386 -3.028 1.794 0.0 -0.1 0.0 0.147
H -1.257 -3.159 1.168 0.0 0.3 -0.3 0.131
H -0.140 -4.451 0.856 0.2 0.0 -0.3 0.449
H 0.878 -3.263 -0.614 0.3 0.5 -0.2 0.208
C -2.186 -2.235 -2.001 -1.7 -1.0 -0.3 -0.710
O -2.221 -1.269 -0.948 0.2 0.2 -0.4 -0.349
H -1.296 -2.164 -2.610 0.3 0.1 0.3 0.236
H -2.365 -3.239 -1.608 0.8 0.0 0.2 0.300
H -3.063 -2.146 -2.657 0.2 0.6 -0.1 0.322
H -3.064 -1.351 -0.495 0.0 0.1 0.1 0.210
C -0.941 0.036 3.126 0.3 -1.0 0.8 -0.844
O -1.220 -0.453 1.794 -0.2 0.3 0.4 -0.258
H -1.857 0.364 3.616 0.0 0.4 -0.3 0.397
H -0.564 -0.796 3.724 0.2 0.0 -0.1 0.266
H -0.164 0.793 3.135 -0.1 0.1 -0.4 0.173
H -2.130 -0.759 1.824 0.0 0.0 -0.3 0.164
C -0.155 1.800 -3.296 -0.4 0.6 0.0 -0.714
O -0.907 0.962 -2.406 0.1 0.0 -0.6 -0.267
H -0.612 2.790 -3.371 0.0 0.0 0.1 0.326
H 0.831 1.935 -2.866 0.1 -0.3 -0.2 0.142
H -0.117 1.402 -4.310 0.2 -0.3 0.1 0.302
H -1.776 0.832 -2.796 -0.1 -0.2 0.1 0.222
C 1.594 2.581 1.009 -0.5 0.9 1.1 -0.639
O 0.956 2.021 -0.144 0.4 -0.1 0.0 -0.396
H 1.126 2.196 1.914 -0.1 -0.4 -0.3 0.101
H 2.660 2.414 1.148 0.0 -0.3 -0.6 0.323
H 1.363 3.650 1.029 0.3 0.0 -0.1 0.323
H 1.382 2.402 -0.917 0.0 -0.1 -0.1 0.160
```
Forces are in eV/Å.

Its relative energy (zero: lowest compared OMol25 entry of this formula, charge and spin) is 0.0000 eV. As for the net charge: +1. The calculation puts the HOMO energy at -12.03 eV.

ORCA calculation (the ωB97M-V functional and the def2-TZVPD basis) on 8 unconnected molecules or ions with the total composition C7H28FO7 in a non-equilibrium geometry.

```
43
Properties=species:S:1:pos:R:3:forces:R:3:mulliken_charge:R:1
F 0.429 0.426 -0.326 0.0 -0.6 -0.2 -0.921
C 4.618 1.521 -1.635 -0.9 0.9 0.2 -0.324
O 4.298 2.927 -1.492 0.3 -0.3 0.2 -0.512
H 3.922 1.163 -2.393 0.5 -0.4 -0.2 0.142
H 5.672 1.349 -1.853 -0.1 0.0 -0.2 0.276
H 4.345 1.010 -0.712 0.1 0.1 0.1 0.133
H 5.033 3.485 -1.756 0.1 -0.3 0.0 0.284
C -1.780 -0.783 5.423 -0.4 0.0 -0.1 -0.528
O -1.629 -0.211 4.157 0.1 0.3 -0.5 -0.440
H -2.299 -1.737 5.325 0.2 -0.4 0.3 0.226
H -0.783 -0.880 5.852 -0.3 -0.2 0.7 0.240
H -2.447 -0.151 6.010 0.3 0.2 0.2 0.196
H -0.827 -0.611 3.813 0.1 0.2 -0.6 0.304
C 3.214 -1.461 3.136 -0.1 0.0 -1.5 -0.624
O 1.833 -1.539 2.687 1.1 -0.1 1.4 -0.490
H 3.793 -2.269 2.691 -0.1 -0.5 0.1 0.259
H 3.750 -0.599 2.740 -0.4 0.5 0.1 0.261
H 3.379 -1.488 4.213 -0.7 0.0 0.0 0.249
H 1.702 -1.002 1.902 0.0 0.3 -0.4 0.324
C -2.976 -2.633 0.277 0.7 -0.3 0.3 -0.520
O -3.001 -1.289 -0.130 -0.7 -0.2 -0.5 -0.494
H -3.868 -3.202 0.014 -0.4 0.6 0.0 0.263
H -2.175 -3.212 -0.183 0.3 0.1 -0.2 0.213
H -2.804 -2.674 1.352 -0.2 -0.3 0.2 0.195
H -2.098 -0.965 -0.177 0.4 0.3 0.0 0.327
C 0.061 1.716 -5.210 0.1 -0.6 0.6 -0.501
O 0.062 2.194 -3.881 -0.4 0.9 -0.4 -0.483
H -0.258 2.462 -5.938 0.2 0.4 0.4 0.236
H 1.073 1.383 -5.441 0.0 -0.2 -0.5 0.214
H -0.656 0.903 -5.320 0.1 -0.4 -0.1 0.220
H 0.288 1.500 -3.258 0.0 -0.2 0.2 0.300
C 0.304 -2.794 -3.670 -0.1 0.3 0.8 -0.521
O 1.013 -2.700 -2.428 0.0 -0.6 -0.9 -0.508
H 0.375 -3.816 -4.042 0.1 0.0 0.1 0.256
H -0.748 -2.551 -3.521 -0.2 -0.1 0.0 0.225
H 0.670 -2.106 -4.433 0.3 0.1 -0.1 0.209
H 0.840 -1.849 -2.019 -0.1 0.5 0.3 0.315
C -3.977 3.662 1.610 0.7 -0.5 0.3 -0.527
O -2.659 3.076 1.659 -0.9 0.9 0.1 -0.457
H -4.582 3.166 0.851 -0.1 0.2 -0.2 0.244
H -4.517 3.611 2.555 0.1 -0.3 0.3 0.243
H -3.887 4.733 1.428 0.2 -0.1 -0.4 0.213
H -2.704 2.236 2.122 0.0 -0.2 -0.1 0.282
```
Forces are in eV/Å.

Its relative energy (zero: lowest compared OMol25 entry of this formula, charge and spin) is 3.5058 eV. As for the net charge: -1. The calculation puts the HOMO energy at -4.48 eV.

ORCA calculation (the ωB97M-V functional and the def2-TZVPD basis) on a molecular structure, C7H28FO7Pd in a non-equilibrium geometry.

```
44
Properties=species:S:1:pos:R:3:forces:R:3:lowdin_spin:R:1
Pd -0.381 -0.182 -1.814 0.4 0.3 0.3 1.576
F -0.002 0.319 0.142 0.0 0.0 0.1 0.168
C -0.050 -2.901 -0.322 0.2 0.2 -0.1 0.002
O -0.936 -2.200 -1.248 0.2 -0.8 0.4 0.055
H -0.290 -2.574 0.684 -0.1 0.0 0.0 0.000
H -0.169 -3.975 -0.440 -0.2 0.0 0.1 0.001
H 0.980 -2.647 -0.557 0.0 0.1 0.0 0.000
H -1.306 -2.878 -1.820 -0.2 0.3 -0.3 0.004
C 2.434 -1.836 1.647 0.3 -0.3 0.2 0.000
O 2.511 -0.641 0.879 -0.2 0.1 -0.3 0.001
H 2.463 -2.739 1.028 -0.1 0.1 -0.1 0.000
H 3.297 -1.915 2.309 0.0 0.3 0.0 0.000
H 1.533 -1.840 2.260 0.0 -0.1 0.0 0.000
H 1.621 -0.254 0.837 0.0 0.1 0.0 0.000
C -1.567 3.528 1.291 -1.5 1.3 -1.5 0.000
O -1.075 2.504 2.078 0.4 -0.3 -0.3 0.001
H -1.528 4.513 1.752 0.3 -0.2 0.5 0.000
H -1.136 3.673 0.282 0.7 -0.4 0.4 0.000
H -2.628 3.382 1.016 0.0 -0.1 0.4 0.000
H -1.137 1.736 1.497 0.3 -0.3 0.4 0.000
C -3.209 0.215 -0.377 -0.1 0.0 0.1 0.005
O -2.451 0.417 -1.602 -0.4 -0.1 0.0 0.064
H -3.854 1.073 -0.202 0.1 0.0 0.0 0.002
H -3.826 -0.674 -0.475 0.1 0.0 -0.1 0.000
H -2.520 0.095 0.456 0.1 0.0 0.0 0.000
H -2.745 1.213 -2.053 0.1 0.1 0.1 0.002
C -0.689 -1.090 3.985 -0.3 0.3 0.3 0.000
O -1.097 -0.628 2.713 -0.3 -0.2 -0.6 0.001
H 0.179 -1.751 3.946 0.0 0.0 0.0 0.000
H -0.502 -0.263 4.676 0.2 0.0 -0.1 0.000
H -1.540 -1.635 4.393 0.1 -0.1 -0.1 0.000
H -0.395 -0.211 2.205 0.2 0.0 0.3 0.001
C 2.766 -0.948 -2.857 -0.6 0.5 0.0 0.006
O 1.840 -0.536 -1.818 0.4 0.0 -0.5 0.046
H 3.715 -0.438 -2.718 0.2 -0.2 0.1 0.002
H 2.849 -2.030 -2.869 0.2 0.0 0.0 0.000
H 2.362 -0.604 -3.810 -0.1 -0.1 0.0 0.000
H 2.325 -0.460 -0.969 -0.3 -0.2 0.2 0.001
C 0.908 2.692 -2.094 -0.2 0.2 0.9 0.001
O -0.127 1.866 -2.686 0.2 0.0 0.0 0.054
H 0.615 2.868 -1.058 -0.1 -0.1 -0.1 0.000
H 1.862 2.172 -2.061 0.0 0.0 -0.4 0.000
H 0.948 3.662 -2.581 0.1 -0.1 -0.3 0.001
H -0.050 1.925 -3.644 0.0 0.0 0.0 0.003
```
Forces are in eV/Å.

Its expectation value of S² is 2.003. The spin multiplicity is 3. Its relative energy (zero: lowest compared OMol25 entry of this formula, charge and spin) is 0.0000 eV. As for the net charge: +1. The calculation puts the HOMO energy (spin up / spin down) at -12.36 / -12.36 eV.

ORCA calculation (the ωB97M-V functional and the def2-TZVPD basis) on a molecular structure, C7H28MnN14O7 in a non-equilibrium geometry.

```
57
Properties=species:S:1:pos:R:3:forces:R:3:lowdin_spin:R:1
Mn -0.120 -0.141 0.072 0.3 0.0 0.1 4.715
C 0.841 -2.979 1.553 0.4 1.0 -0.1 0.008
O 0.604 -1.833 1.166 -0.1 -0.7 0.7 0.034
N 2.108 -3.444 1.647 0.0 -0.8 0.0 0.003
N -0.114 -3.859 1.958 -0.2 -0.2 -0.4 0.002
H 2.923 -2.870 1.546 -0.2 0.3 -0.3 0.000
H 2.248 -4.437 1.692 0.2 0.0 0.2 0.000
H 0.128 -4.808 2.175 0.0 0.0 0.3 0.000
H -1.085 -3.603 1.993 0.1 0.2 0.0 0.000
C 1.231 -1.455 -2.455 1.3 0.4 -1.4 0.008
O 1.173 -0.852 -1.384 -0.1 -0.4 -0.6 0.035
N 2.320 -1.299 -3.280 -0.2 -0.2 0.4 0.003
N 0.257 -2.190 -3.031 -1.6 -0.6 0.7 0.001
H 3.037 -0.643 -3.024 0.1 -0.2 0.3 0.000
H 2.568 -2.041 -3.910 0.0 0.1 -0.2 0.000
H 0.326 -2.858 -3.778 0.8 0.4 -0.3 0.000
H -0.628 -2.306 -2.566 0.3 0.2 0.5 0.000
C 2.647 1.285 2.418 -1.4 -1.4 0.4 0.001
O 1.804 0.445 2.056 0.6 0.8 0.6 0.010
N 3.879 1.302 1.893 1.0 0.3 -0.9 0.001
N 2.444 2.192 3.416 0.3 -0.1 -0.7 0.000
H 4.139 0.600 1.222 -0.3 0.0 0.0 0.000
H 4.614 1.909 2.206 0.0 0.0 0.2 0.000
H 1.609 2.181 3.964 0.0 0.1 -0.1 0.000
H 3.151 2.891 3.528 -0.2 0.3 0.6 0.000
C 0.849 2.931 -0.309 1.4 1.4 0.8 0.007
O 0.978 1.713 -0.335 0.1 0.2 -0.1 0.031
N 1.894 3.740 0.114 -0.7 -1.2 -0.2 0.003
N -0.228 3.662 -0.679 -0.5 -0.5 -0.3 0.001
H 2.649 3.258 0.569 0.2 0.2 0.0 0.000
H 1.812 4.736 0.134 0.2 0.1 0.0 0.000
H -0.351 4.557 -0.246 -0.2 0.2 -0.2 0.000
H -1.025 3.183 -1.064 0.0 0.0 0.2 0.000
C -1.719 1.206 -2.616 0.0 0.3 1.2 0.006
O -1.237 0.877 -1.516 -1.0 0.2 -1.0 0.029
N -3.062 1.343 -2.782 0.3 -0.3 -0.2 0.002
N -0.921 1.568 -3.624 0.6 0.0 -0.9 0.001
H -3.627 1.325 -1.954 -0.1 -0.1 0.0 0.000
H -3.463 1.614 -3.662 -0.1 0.1 0.1 0.000
H -1.226 1.789 -4.556 -0.2 0.0 0.1 0.000
H 0.074 1.561 -3.475 0.0 -0.2 0.1 0.000
C -1.511 1.256 2.478 -1.0 1.7 -0.2 0.010
O -1.463 0.695 1.377 0.0 -0.2 0.8 0.037
N -0.711 1.068 3.551 -0.3 -0.5 -0.6 0.002
N -2.456 2.247 2.676 1.1 -1.1 0.2 0.004
H -0.070 0.292 3.581 0.2 0.2 -0.1 0.000
H -0.752 1.760 4.271 0.1 -0.2 0.4 0.000
H -2.932 2.641 1.889 -0.1 0.1 0.0 0.000
H -2.433 2.683 3.577 -0.6 0.5 -0.1 0.000
C -2.347 -2.537 -0.903 0.5 2.0 1.8 0.007
O -1.704 -1.613 -0.349 -0.4 -1.3 -0.6 0.030
N -1.935 -3.820 -0.876 -0.8 0.2 -0.9 0.001
N -3.519 -2.212 -1.477 -0.4 -0.8 -0.7 0.002
H -2.471 -4.458 -1.439 0.3 -0.5 0.3 0.000
H -1.192 -4.099 -0.261 0.1 -0.1 -0.1 0.000
H -4.193 -2.897 -1.777 0.0 0.1 0.0 0.000
H -3.815 -1.259 -1.392 0.1 0.1 0.0 0.000
```
Forces are in eV/Å.

Its expectation value of S² is 8.752. The spin multiplicity is 6. Its relative energy (zero: lowest compared OMol25 entry of this formula, charge and spin) is 0.5901 eV. As for the net charge: +2. The calculation puts the HOMO energy (spin up / spin down) at -13.51 / -14.72 eV.